Formula: C19H13AuBrN3O7S2
Source: the OMol25 dataset
Level of theory: ωB97M-V/def2-TZVPD

DFT total energy (eV): -134116.847
HOMO-LUMO gap (alpha / beta) (eV): 6.46 / 6.08
LUMO energy (alpha / beta) (hartree): -0.106 / -0.114
Multiplicity: 1
ΔE to the lowest compared entry with this formula, charge and spin (kcal/mol): 38.62

Positions of all 46 atoms, in Å:
Au -1.037 0.466 -1.282
Br 5.017 -4.244 -1.199
C 3.855 -2.760 -1.295
C 4.300 -1.526 -0.840
C 3.448 -0.441 -0.878
C 2.155 -0.582 -1.390
C 1.722 -1.831 -1.835
C 2.570 -2.921 -1.789
N 1.269 0.506 -1.445
C 1.658 1.694 -1.684
C 0.699 2.793 -1.703
C 1.091 4.121 -1.649
C 0.117 5.110 -1.672
C -1.214 4.747 -1.799
C -1.538 3.401 -1.874
N -0.600 2.462 -1.802
H 5.306 -1.423 -0.458
H 3.770 0.508 -0.468
H 0.717 -1.939 -2.216
H 2.225 -3.887 -2.127
H 2.699 1.917 -1.915
H 2.142 4.365 -1.574
H 0.393 6.153 -1.609
H -2.001 5.486 -1.832
H -2.552 3.050 -2.012
O -2.945 0.804 -2.577
S -4.005 0.646 -1.547
O -5.079 1.577 -1.742
O -4.323 -0.706 -1.213
S -2.871 1.343 0.140
O -0.754 -3.559 -0.279
C -0.976 -2.399 0.007
O -1.208 -1.517 -0.929
C -1.021 -2.031 1.480
C -1.524 -2.993 2.352
C -1.573 -2.747 3.710
C -1.114 -1.529 4.190
C -0.591 -0.569 3.343
C -0.530 -0.835 1.986
N -1.171 -1.255 5.629
O -1.625 -2.121 6.352
O -0.751 -0.180 6.018
H -1.870 -3.931 1.943
H -1.954 -3.482 4.403
H -0.249 0.370 3.753
H -0.078 -0.111 1.327

***

Formula: C5H12N3S
Source: the OMol25 dataset
Level of theory: ωB97M-V/def2-TZVPD

DFT total energy (eV): -20676.718
Net charge: +1
HOMO-LUMO gap (eV): 8.55
LUMO energy (hartree): -0.159
Multiplicity: 1
ΔE to the lowest compared entry with this formula, charge and spin (kcal/mol): 49.23

Positions of all 21 atoms, in Å:
C -0.342 1.295 -0.044
C 0.445 -1.879 -1.079
C -1.599 -0.022 -1.693
C 0.173 -1.273 1.239
C 0.987 2.683 1.286
N -0.734 0.057 -0.537
N -0.010 -1.050 -0.178
N 0.605 1.402 0.774
S 1.273 -3.346 -0.855
H -0.944 2.117 -0.441
H 0.263 -1.662 -2.122
H -2.094 -0.993 -1.711
H -2.364 0.747 -1.598
H -1.075 0.139 -2.639
H -0.149 -2.282 1.502
H 1.211 -1.114 1.529
H -0.434 -0.558 1.789
H 2.067 2.776 1.183
H 0.743 2.711 2.349
H 0.490 3.518 0.781
H 1.487 -3.265 0.463

***

Formula: C3H9O2S
Source: the OMol25 dataset
Level of theory: ωB97M-V/def2-TZVPD

Expectation value of S²: 0.758
DFT total energy (eV): -18183.885
HOMO-LUMO gap (alpha / beta) (eV): 10.33 / 6.58
LUMO energy (alpha / beta) (hartree): 0.027 / -0.104
Multiplicity: 2
ΔE to the lowest compared entry with this formula, charge and spin (kcal/mol): 25.56

Positions of all 15 atoms, in Å:
C 0.538 -1.233 0.654
O 0.111 -0.490 1.786
C 1.021 -0.287 -0.422
C 0.018 0.695 -0.974
S -1.141 0.034 -2.180
H -0.327 -1.782 0.256
H 1.283 -1.901 1.053
H 1.914 0.294 -0.173
H 1.404 -0.918 -1.233
H 0.441 1.567 -1.474
H -0.575 1.202 -0.103
H -1.863 -0.687 -1.312
H -0.841 2.003 1.578
H -0.591 0.149 1.448
O -1.391 1.354 1.096

***

Formula: C4H6O
Source: the OMol25 dataset
Level of theory: ωB97M-V/def2-TZVPD

DFT total energy (eV): -6290.335
HOMO-LUMO gap (eV): 10.89
LUMO energy (hartree): 0.044
SMILES string: C=C[C@H]1CO1
Multiplicity: 1
ΔE to the lowest compared entry with this formula, charge and spin (kcal/mol): 36.51

Positions of all 11 atoms, in Å:
C -1.753 -0.542 -0.012
C -0.884 0.497 -0.152
C 0.603 0.489 -0.440
C 1.553 -0.079 0.488
O 1.200 -0.764 -0.673
H -1.360 -1.566 -0.284
H -2.843 -0.442 0.156
H -1.242 1.471 0.143
H 0.949 1.297 -1.179
H 1.225 -0.611 1.428
H 2.553 0.249 0.525

***

Formula: C17H18N3RuS2Se
Source: the OMol25 dataset
Level of theory: ωB97M-V/def2-TZVPD

Expectation value of S²: 0.758
DFT total energy (eV): -111990.922
HOMO-LUMO gap (alpha / beta) (eV): 7.17 / 6.25
LUMO energy (alpha / beta) (hartree): -0.023 / -0.052
Multiplicity: 2
ΔE to the lowest compared entry with this formula, charge and spin (kcal/mol): 3.39

Positions of all 42 atoms, in Å:
Ru 0.778 -1.539 0.216
C 0.390 0.118 2.813
N 0.678 0.381 1.383
C -0.441 1.102 0.736
C -0.235 0.989 -0.750
N -0.384 -0.447 -1.136
C 0.192 -0.654 -2.492
C -1.829 -0.773 -1.122
C -2.681 -0.221 -2.069
C -4.038 -0.489 -2.018
C -4.540 -1.301 -1.008
C -3.690 -1.841 -0.063
C -2.318 -1.581 -0.109
S -1.215 -2.362 1.009
C 1.915 1.175 1.300
C 1.953 2.471 1.803
C 3.122 3.210 1.749
C 4.265 2.647 1.193
C 4.232 1.355 0.704
C 3.056 0.603 0.755
S 3.026 -1.044 0.149
H 0.273 1.055 3.361
H 1.224 -0.440 3.236
H -0.517 -0.475 2.892
H -0.490 2.146 1.049
H -1.372 0.614 1.029
H 0.776 1.301 -1.016
H -0.950 1.596 -1.307
H -0.219 0.069 -3.200
H -0.032 -1.666 -2.817
H 1.270 -0.526 -2.428
H -2.295 0.412 -2.857
H -4.698 -0.072 -2.766
H -5.599 -1.521 -0.965
H -4.070 -2.492 0.714
H 1.072 2.911 2.252
H 3.141 4.218 2.142
H 5.183 3.218 1.143
H 5.117 0.906 0.274
Se 1.386 -3.636 -0.903
C -0.226 -4.440 -1.299
N -1.210 -4.976 -1.576

***

Formula: C2H12NO3S
Source: the OMol25 dataset
Level of theory: ωB97M-V/def2-TZVPD

DFT total energy (eV): -20737.928
Net charge: -1
HOMO-LUMO gap (eV): 6.96
LUMO energy (hartree): 0.136
Multiplicity: 1
ΔE to the lowest compared entry with this formula, charge and spin (kcal/mol): 11.73

Positions of all 19 atoms, in Å:
C -0.882 -1.228 -0.824
C 0.421 -0.875 -1.521
S 1.519 0.241 -0.537
N -2.027 -0.380 -1.189
H -0.764 -1.221 0.251
H -1.128 -2.251 -1.141
H 0.299 -0.434 -2.517
H 1.031 -1.741 -1.739
H -1.935 -0.117 -2.161
H -2.010 0.452 -0.614
H 1.006 2.952 -0.509
H 1.555 2.626 -1.850
O 0.893 3.192 -1.439
H 1.454 -0.977 1.701
H 0.444 -1.416 2.695
O 1.351 -1.088 2.667
H -0.331 0.224 3.479
H -0.132 1.130 2.277
O -0.764 0.909 2.971

***

Formula: C8H12F4N2
Source: the OMol25 dataset
Level of theory: ωB97M-V/def2-TZVPD

DFT total energy (eV): -22336.263
HOMO-LUMO gap (alpha / beta) (eV): 7.35 / 7.03
LUMO energy (alpha / beta) (hartree): 0.030 / 0.019
Multiplicity: 1
ΔE to the lowest compared entry with this formula, charge and spin (kcal/mol): 64.33

Positions of all 26 atoms, in Å:
C 1.138 -1.211 -0.857
C 1.545 -0.243 0.022
C 0.730 0.549 0.884
C 0.129 -2.153 -0.640
C -0.570 0.971 0.208
C -0.879 0.407 -1.211
C 0.565 -0.140 2.213
C -0.709 2.456 0.261
N -0.722 -2.553 0.381
N -0.295 0.798 -2.354
F 2.656 0.457 -0.345
F -0.228 -2.909 -1.717
F -1.708 0.426 0.956
F -2.178 0.203 -1.390
H 1.847 -1.354 -1.654
H 1.301 1.472 1.123
H 0.561 -1.264 1.963
H -0.310 0.068 2.739
H 1.335 0.099 2.878
H -1.699 2.726 0.135
H -0.076 2.678 -0.590
H -0.330 2.751 1.160
H -1.130 -1.940 1.046
H -1.167 -3.503 0.188
H -0.493 0.150 -3.094
H 0.687 1.060 -2.307

***

Formula: C14H37ClN5O10
Source: the OMol25 dataset
Level of theory: ωB97M-V/def2-TZVPD

DFT total energy (eV): -55554.726
Net charge: -1
HOMO-LUMO gap (eV): 4.97
LUMO energy (hartree): 0.049
Multiplicity: 1
ΔE to the lowest compared entry with this formula, charge and spin (kcal/mol): 103.11

Positions of all 67 atoms, in Å:
N -0.415 -3.777 1.617
H -1.384 -3.605 1.844
H -0.460 -4.144 0.677
H 0.042 -4.411 2.256
H 0.217 -3.004 1.465
N 1.258 1.420 4.844
H 1.096 1.086 5.783
H 0.499 1.742 4.260
H 1.431 0.688 4.170
H 1.901 2.198 4.883
N -3.012 -0.092 2.266
H -2.688 -1.042 2.149
H -3.236 0.268 1.350
H -2.415 0.616 2.668
H -3.836 -0.215 2.838
N -0.067 0.697 0.560
H 0.590 0.738 -0.206
H 0.182 1.159 1.422
H -0.453 -0.231 0.659
H -0.937 1.156 0.333
C -2.372 -0.889 -1.986
C -1.679 -1.903 -1.144
C -1.583 -3.408 -1.689
O -1.130 -4.291 -0.926
C -2.074 -3.752 -3.038
C -2.756 -2.755 -3.728
C -2.909 -1.324 -3.180
O -3.677 -0.457 -3.735
O -3.201 -3.093 -4.951
O -1.216 -1.659 0.033
H -2.427 0.110 -1.578
H -1.945 -4.734 -3.468
O -0.821 1.937 3.081
C -1.293 3.120 2.462
C -2.433 3.116 1.305
O -2.654 2.064 0.332
H -0.523 3.573 1.837
H -1.495 3.918 3.177
H -2.392 4.124 0.892
H -3.415 3.142 1.778
Cl 2.652 -1.428 2.569
O 1.991 -2.160 1.544
O 2.762 -0.077 2.111
O 1.928 -1.379 3.825
O 3.856 -2.091 2.726
C 3.165 2.276 -0.367
C 3.078 0.930 -1.122
N 1.708 0.767 -1.709
C 1.292 1.764 -2.694
C -0.288 1.993 -2.569
C 1.343 -0.611 -2.161
C 2.487 -1.203 -3.056
H 2.967 3.104 -1.047
H 4.207 2.435 -0.091
H 2.448 2.369 0.449
H 3.755 0.863 -1.973
H 3.215 0.098 -0.432
H 1.715 2.727 -2.410
H 1.635 1.499 -3.694
H -0.758 2.731 -3.220
H -0.874 1.075 -2.616
H -0.481 2.340 -1.554
H 0.429 -0.632 -2.754
H 1.224 -1.245 -1.282
H 3.477 -1.335 -2.621
H 2.639 -0.676 -3.998
H 2.108 -2.219 -3.168

***

Formula: C4H5IN2
Source: the OMol25 dataset
Level of theory: ωB97M-V/def2-TZVPD

DFT total energy (eV): -15304.382
HOMO-LUMO gap (eV): 8.36
LUMO energy (hartree): 0.020
Multiplicity: 1
ΔE to the lowest compared entry with this formula, charge and spin (kcal/mol): 119.06

Positions of all 12 atoms, in Å:
C 1.394 -1.192 0.350
C -1.210 -0.955 0.256
C 1.122 -0.028 -0.154
C 0.955 1.327 -0.417
N 0.099 -1.136 -0.143
N -1.763 0.210 0.487
I -3.584 0.558 -0.003
H 2.100 -1.855 0.797
H -1.716 -1.915 0.115
H 1.838 1.925 -0.242
H 0.546 1.445 -1.320
H 0.219 1.616 0.273

***

Formula: C5H12OS
Source: the OMol25 dataset
Level of theory: ωB97M-V/def2-TZVPD

DFT total energy (eV): -18259.934
HOMO-LUMO gap (eV): 9.24
LUMO energy (hartree): 0.030
SMILES string: CSCCCCO
Multiplicity: 1
ΔE to the lowest compared entry with this formula, charge and spin (kcal/mol): 58.39

Positions of all 19 atoms, in Å:
C 0.124 1.502 2.517
S 0.942 1.357 0.896
C 1.226 -0.429 0.752
C -0.196 -0.967 0.176
C -0.237 -1.208 -1.327
C -0.451 -0.024 -2.386
O -1.601 0.721 -1.936
H 0.698 2.305 2.895
H 0.425 0.624 3.100
H -0.975 1.751 2.552
H 1.568 -1.128 1.498
H 2.172 -0.359 0.059
H -0.910 -0.169 0.708
H -0.416 -1.799 0.903
H 0.610 -1.909 -1.671
H -1.062 -1.921 -1.562
H -0.780 -0.574 -3.263
H 0.244 0.806 -2.683
H -1.382 1.420 -1.228

***

Formula: C2H3Br2N
Source: the OMol25 dataset
Level of theory: ωB97M-V/def2-TZVPD

DFT total energy (eV): -143695.606
HOMO-LUMO gap (eV): 7.11
LUMO energy (hartree): -0.069
SMILES string: C=C=N.BrBr
Multiplicity: 1
ΔE to the lowest compared entry with this formula, charge and spin (kcal/mol): 33.13

Positions of all 8 atoms, in Å:
C 1.444 0.217 -1.074
C 1.185 0.192 0.221
N 0.708 0.159 1.361
H 0.537 0.597 -1.572
H 2.324 0.144 -1.618
H 0.257 -0.662 1.788
Br -3.304 -1.473 0.632
Br -3.151 0.826 0.263

***

Formula: C3H5N4O2PS2
Source: the OMol25 dataset
Level of theory: ωB97M-V/def2-TZVPD

DFT total energy (eV): -44202.987
HOMO-LUMO gap (eV): 7.87
LUMO energy (hartree): -0.064
SMILES string: CS(=O)(=O)c1nnc([PH2]=S)nn1
Multiplicity: 1
ΔE to the lowest compared entry with this formula, charge and spin (kcal/mol): 0.00

Positions of all 17 atoms, in Å:
C -1.071 -1.345 -2.656
S -0.870 -2.067 -1.056
O -2.159 -2.338 -0.499
O 0.160 -3.056 -1.108
C -0.197 -0.662 -0.117
N 1.119 -0.628 0.068
N 1.580 0.335 0.822
C 0.692 1.202 1.316
P 1.332 2.467 2.490
S 2.167 1.805 4.085
N -0.607 1.222 1.033
N -1.071 0.246 0.288
H -1.754 -0.503 -2.575
H -1.495 -2.122 -3.290
H -0.093 -1.043 -3.025
H 2.103 3.250 1.611
H 0.165 3.237 2.612